(1)
Below is C41H36AgI2N5O11S as an isolated structure, with properties calculated with ωB97M-V with the def2-TZVPD basis set.

Results
highest occupied orbital energy	-2.78	eV
lowest unoccupied orbital energy	3.87	eV
ΔE to the lowest compared entry with this formula, charge and spin	0.0	kJ/mol
maximum force	0.0072	Eh/bohr
HOMO-LUMO gap	6.6	eV
charge	-2

Last column: Löwdin charge in e.
Element x y z (Å)
Ag (-1.03, 0.64, 0.41)  0.573
C (6.00, -3.57, -0.70)  0.016
C (5.06, -3.21, 0.44)  -0.588
C (5.57, -3.66, 1.79)  0.017
O (3.79, -3.80, 0.23)  -0.011
C (2.88, -2.78, -0.19)  -0.147
C (3.46, -1.54, 0.50)  -0.139
O (4.87, -1.81, 0.42)  -0.014
C (3.20, -0.13, -0.09)  -0.442
O (1.93, 0.23, 0.40)  -0.612
C (4.23, 0.86, 0.49)  -0.178
C (4.76, 1.90, -0.26)  -0.062
C (5.58, 2.86, 0.31)  -0.086
C (5.88, 2.80, 1.66)  -0.108
C (5.34, 1.78, 2.43)  -0.083
C (4.52, 0.83, 1.85)  -0.020
C (3.26, -0.21, -1.61)  -0.166
C (2.09, -0.21, -2.35)  -0.033
C (2.12, -0.39, -3.73)  -0.060
C (3.33, -0.59, -4.38)  -0.107
C (4.51, -0.61, -3.65)  -0.096
C (4.47, -0.42, -2.27)  -0.056
C (1.43, -3.21, 0.14)  -0.356
O (0.68, -2.29, -0.62)  -0.286
C (1.22, -3.09, 1.65)  -0.154
C (1.81, -4.01, 2.52)  -0.045
C (1.69, -3.86, 3.89)  -0.092
C (0.97, -2.79, 4.42)  -0.102
C (0.37, -1.88, 3.56)  -0.055
C (0.50, -2.03, 2.19)  -0.025
C (1.15, -4.63, -0.36)  -0.139
C (0.20, -5.43, 0.26)  -0.033
C (-0.14, -6.67, -0.26)  -0.081
C (0.46, -7.13, -1.41)  -0.107
C (1.41, -6.34, -2.05)  -0.084
C (1.74, -5.10, -1.53)  -0.012
H (6.18, -4.64, -0.72)  0.086
H (6.95, -3.04, -0.58)  0.087
H (5.55, -3.26, -1.65)  0.084
H (5.64, -4.75, 1.83)  0.087
H (4.87, -3.33, 2.57)  0.086
H (6.55, -3.23, 1.99)  0.086
H (2.93, -2.65, -1.28)  0.152
H (3.14, -1.52, 1.55)  0.148
H (4.51, 1.98, -1.32)  0.111
H (5.96, 3.67, -0.29)  0.097
H (6.51, 3.55, 2.12)  0.090
H (5.55, 1.73, 3.49)  0.096
H (4.09, 0.05, 2.48)  0.119
H (1.14, -0.11, -1.85)  0.070
H (1.19, -0.40, -4.28)  0.106
H (3.35, -0.74, -5.45)  0.089
H (5.46, -0.77, -4.14)  0.091
H (5.39, -0.44, -1.70)  0.116
H (2.37, -4.84, 2.11)  0.119
H (2.16, -4.58, 4.56)  0.092
H (0.87, -2.68, 5.50)  0.092
H (-0.20, -1.05, 3.95)  0.109
H (0.06, -1.30, 1.53)  0.061
H (-0.30, -5.07, 1.15)  0.123
H (-0.90, -7.26, 0.24)  0.097
H (0.19, -8.10, -1.82)  0.089
H (1.88, -6.69, -2.97)  0.094
H (2.47, -4.49, -2.06)  0.117
I (1.22, 2.23, 0.15)  0.750
I (0.04, 4.92, -0.17)  -0.342
O (-8.87, -1.33, 1.59)  0.018
N (-8.20, -0.66, 2.37)  -0.377
O (-8.70, -0.08, 3.33)  0.018
C (-6.79, -0.56, 2.14)  -0.183
C (-6.20, -1.24, 1.05)  0.024
C (-4.86, -1.14, 0.80)  -0.223
C (-3.99, -0.34, 1.67)  -0.317
O (-2.76, -0.31, 1.46)  -0.104
C (-4.67, 0.34, 2.74)  -0.081
C (-6.03, 0.21, 2.98)  0.049
N (-3.93, 1.22, 3.62)  -0.359
O (-2.98, 1.82, 3.17)  0.068
O (-4.32, 1.33, 4.78)  0.026
N (-4.23, -1.84, -0.23)  0.156
O (-1.31, -3.35, -1.77)  -0.454
O (-1.21, -0.99, -1.25)  -0.529
H (-6.83, -1.85, 0.41)  0.122
H (-6.47, 0.73, 3.82)  0.122
C (-5.56, 0.64, -1.49)  -0.019
N (-5.19, -0.62, -2.11)  -0.055
C (-5.02, -0.77, -3.49)  -0.094
C (-4.28, -1.86, -3.70)  -0.106
N (-4.00, -2.44, -2.47)  0.112
C (-4.48, -1.63, -1.46)  -0.356
S (-1.06, -2.37, -0.70)  0.749
H (-5.67, 1.38, -2.28)  0.083
H (-4.78, 0.98, -0.81)  0.099
H (-6.49, 0.57, -0.93)  0.082
H (-5.47, -0.08, -4.18)  0.100
H (-3.95, -2.30, -4.63)  0.102
H (-3.17, -3.01, -2.28)  0.099

(2)
Below is C24H42Cl3N4O3ScSi as an isolated structure at a distorted geometry, with properties calculated with ωB97M-V with the def2-TZVPD basis set.

Results
highest occupied orbital energy	-8.24	eV
lowest unoccupied orbital energy	0.25	eV
ΔE to the lowest compared entry with this formula, charge and spin	0.0	kJ/mol
maximum force	0.0355	Eh/bohr
HOMO-LUMO gap	8.5	eV
charge	0

Last column: Löwdin charge in e.
Element x y z (Å)
C (-3.78, -2.31, -0.89)  -0.029
C (-3.22, -2.65, 0.45)  -0.234
H (-4.20, -3.19, -1.38)  0.067
H (-3.00, -1.87, -1.52)  0.061
H (-4.58, -1.56, -0.79)  0.099
C (-3.32, -3.82, 1.10)  -0.118
C (-4.00, -5.03, 0.58)  -0.100
H (-2.87, -3.94, 2.08)  0.101
H (-4.33, -4.92, -0.47)  0.062
H (-4.89, -5.27, 1.18)  0.076
H (-3.35, -5.92, 0.65)  0.071
Sc (-0.08, 0.13, -0.27)  0.468
Cl (-1.63, 1.90, 0.42)  0.023
Cl (-0.74, -0.16, -2.55)  0.116
C (0.35, 0.49, 2.75)  -0.292
O (0.93, 0.08, 1.71)  -0.118
N (0.93, 0.49, 3.95)  -0.159
C (2.28, -0.03, 4.13)  -0.014
C (0.18, 0.79, 5.15)  -0.033
H (-0.67, 0.91, 2.71)  0.105
H (2.75, -0.22, 3.16)  0.092
H (2.23, -0.95, 4.73)  0.096
H (2.85, 0.72, 4.70)  0.095
H (-0.84, 1.10, 4.89)  0.099
H (0.68, 1.58, 5.71)  0.093
H (0.12, -0.11, 5.79)  0.084
H (-1.13, -3.47, -1.33)  0.093
H (-0.34, -4.72, 0.96)  0.084
C (-0.06, -3.50, -1.60)  -0.020
C (0.65, -4.68, 0.47)  -0.040
N (0.76, -3.50, -0.38)  -0.154
H (0.18, -2.61, -2.18)  0.042
C (1.42, -2.41, 0.01)  -0.282
O (1.52, -1.36, -0.67)  -0.127
H (1.42, -4.64, 1.24)  0.093
H (1.87, -2.46, 1.03)  0.150
H (0.15, -4.42, -2.16)  0.095
H (0.77, -5.57, -0.14)  0.094
O (-1.29, -1.35, 0.31)  -0.315
C (-2.41, -1.53, 1.07)  -0.412
C (-1.03, -2.48, 2.99)  -0.045
C (-2.10, -1.71, 2.55)  -0.190
H (-0.32, -2.88, 2.26)  0.097
C (-0.89, -2.72, 4.36)  -0.082
H (-3.04, -0.64, 0.99)  0.111
C (-2.99, -1.12, 3.45)  -0.026
H (-0.08, -3.36, 4.72)  0.101
C (-1.76, -2.11, 5.27)  -0.117
C (-2.82, -1.32, 4.81)  -0.087
H (-3.80, -0.53, 3.02)  0.128
H (-1.63, -2.26, 6.34)  0.102
H (-3.52, -0.84, 5.49)  0.103
Si (-1.35, 0.37, -6.36)  0.121
Cl (-2.43, -1.12, -5.36)  0.265
C (0.31, -0.41, -6.75)  -0.227
C (-1.56, 1.85, -5.21)  -0.243
C (-1.93, 0.92, -8.08)  -0.219
H (0.66, -1.05, -5.93)  0.019
H (1.07, 0.37, -6.95)  0.029
H (0.24, -1.02, -7.66)  0.030
H (-1.80, 0.16, -8.87)  0.024
H (-1.28, 1.77, -8.36)  0.032
H (-2.96, 1.27, -8.12)  0.024
H (-1.33, 1.53, -4.18)  -0.067
H (-2.60, 2.22, -5.26)  0.036
H (-0.91, 2.70, -5.48)  0.029
C (1.48, 3.43, 1.03)  -0.021
C (1.82, 2.90, -0.31)  -0.373
N (1.41, 1.80, -0.92)  0.002
C (2.02, 1.76, -2.17)  -0.122
C (2.84, 2.86, -2.30)  -0.071
N (2.71, 3.56, -1.11)  0.088
H (2.14, 2.99, 1.80)  0.087
H (1.58, 4.52, 1.03)  0.084
H (0.43, 3.17, 1.30)  0.022
H (1.78, 0.96, -2.86)  0.075
H (3.49, 3.17, -3.11)  0.107
H (3.14, 4.43, -0.84)  0.160

(3)
Below is C10H11CsN2O9P2S2 as an isolated structure at a distorted geometry, with properties calculated with ωB97M-V with the def2-TZVPD basis set.

Results
highest occupied orbital energy	-2.98	eV
lowest unoccupied orbital energy	3.86	eV
ΔE to the lowest compared entry with this formula, charge and spin	72.0	kJ/mol
maximum force	0.0447	Eh/bohr
HOMO-LUMO gap	6.8	eV
charge	-2

Last column: Löwdin charge in e.
Element x y z (Å)
Cs (1.05, -1.90, 0.51)  1.498
O (5.24, -2.83, 0.65)  -0.181
P (4.07, -3.85, 0.25)  0.125
O (4.66, -5.10, -0.30)  -0.346
O (2.97, -3.12, -0.47)  -0.686
O (3.46, -4.17, 1.75)  -0.314
P (2.92, -3.11, 2.86)  0.073
O (3.31, -3.89, 4.23)  -0.153
O (3.74, -1.87, 2.70)  -0.363
O (1.43, -3.00, 2.84)  -0.575
H (4.92, -2.22, 1.34)  0.014
H (4.25, -4.09, 4.23)  0.056
O (-3.39, 2.28, -2.05)  0.011
C (-3.97, 1.21, -1.48)  -0.290
C (-5.37, 1.15, -1.50)  -0.045
C (-6.03, 0.07, -0.93)  -0.124
C (-5.32, -0.96, -0.33)  -0.116
C (-3.93, -0.89, -0.32)  -0.037
C (-3.23, 0.17, -0.88)  -0.066
C (-1.71, 0.11, -0.83)  -0.502
O (-1.15, -0.85, -0.27)  -0.332
N (-1.14, 1.18, -1.39)  -0.040
N (0.27, 1.03, -1.40)  -0.047
C (0.85, 2.14, -1.17)  -0.930
S (2.62, 2.23, -1.31)  0.899
C (2.73, 3.61, -0.19)  -0.572
C (1.60, 4.58, -0.55)  -0.569
S (0.07, 3.64, -0.68)  0.899
H (-2.39, 2.15, -1.92)  0.059
H (-5.90, 1.97, -1.96)  0.101
H (-7.12, 0.05, -0.96)  0.086
H (-5.84, -1.80, 0.11)  0.084
H (-3.33, -1.67, 0.14)  0.111
H (3.71, 4.07, -0.29)  0.070
H (2.61, 3.28, 0.84)  0.078
H (1.84, 5.07, -1.50)  0.063
H (1.48, 5.34, 0.22)  0.065

(4)
Below is one molecule with the formula C7H17N at a distorted geometry, with properties calculated with ωB97M-V with the def2-TZVPD basis set.

Results
SMILES	CCCCCNCC
highest occupied orbital energy	-8.53	eV
lowest unoccupied orbital energy	1.18	eV
ΔE to the lowest compared entry with this formula, charge and spin	282.3	kJ/mol
maximum force	0.1039	Eh/bohr
HOMO-LUMO gap	9.7	eV
charge	0

Last column: Löwdin charge in e.
Element x y z (Å)
C (-1.48, -3.54, -1.66)  -0.152
C (-1.00, -2.47, -0.66)  -0.230
C (-0.47, -1.21, -1.56)  -0.220
C (0.67, -0.29, -1.04)  -0.213
C (0.29, 0.87, -0.07)  -0.285
N (1.22, 1.19, 1.02)  -0.121
C (0.52, 1.93, 2.14)  -0.288
C (0.38, 3.46, 1.97)  -0.117
H (-0.57, -3.57, -2.43)  0.104
H (-2.45, -3.40, -2.28)  0.091
H (-1.71, -4.46, -1.15)  0.040
H (-0.04, -2.86, -0.14)  0.134
H (-1.78, -2.01, -0.09)  0.076
H (-1.18, -0.61, -2.11)  0.099
H (0.16, -1.67, -2.34)  0.076
H (1.13, 0.15, -2.03)  0.130
H (1.43, -0.83, -0.49)  0.091
H (0.03, 1.82, -0.65)  0.114
H (-0.61, 0.51, 0.43)  0.089
H (2.11, 1.65, 0.67)  0.129
H (-0.60, 1.46, 2.11)  0.143
H (1.17, 1.75, 3.12)  0.124
H (-0.09, 3.50, 0.85)  0.115
H (-0.35, 3.86, 2.59)  0.034
H (1.31, 3.92, 2.05)  0.036

(5)
Below is a 3-piece molecular cluster, CH8NO3 overall at a distorted geometry, with properties calculated with ωB97M-V with the def2-TZVPD basis set.

Results
highest occupied orbital energy	-3.56	eV
lowest unoccupied orbital energy	4.32	eV
ΔE to the lowest compared entry with this formula, charge and spin	67.0	kJ/mol
maximum force	0.0478	Eh/bohr
HOMO-LUMO gap	7.9	eV
charge	-1

Last column: Löwdin charge in e.
Element x y z (Å)
N (-2.11, -1.03, 0.18)  -0.055
C (-1.00, -0.33, -0.51)  -0.531
O (0.01, 0.02, 0.34)  -0.351
H (-1.65, -1.33, 1.04)  0.038
H (-2.92, -0.61, 0.64)  0.019
H (-0.70, -1.02, -1.31)  0.080
H (-1.47, 0.64, -0.89)  0.090
H (1.02, 0.80, 1.68)  -0.022
H (2.02, 1.84, 1.21)  0.010
O (1.86, 1.22, 1.93)  -0.114
H (1.22, -0.26, -0.79)  -0.022
H (1.86, 0.48, -1.96)  0.003
O (1.85, -0.40, -1.57)  -0.146

(6)
Below is one molecule with the formula CH6N4OS at a distorted geometry, with properties calculated with ωB97M-V with the def2-TZVPD basis set.

Results
SMILES	NN/C(=N/S)NO
highest occupied orbital energy	-8.45	eV
lowest unoccupied orbital energy	0.65	eV
ΔE to the lowest compared entry with this formula, charge and spin	335.7	kJ/mol
maximum force	0.1101	Eh/bohr
HOMO-LUMO gap	9.1	eV
charge	0

Last column: Löwdin charge in e.
Element x y z (Å)
N (-1.45, 1.47, -2.14)  0.069
N (-0.81, 1.14, -0.70)  -0.065
C (-0.37, 0.06, 0.03)  -0.591
N (-0.52, 0.08, 1.32)  -0.329
S (0.60, -1.00, 2.11)  0.617
N (0.42, -0.89, -0.81)  0.054
O (1.30, 0.04, -1.80)  -0.175
H (-2.16, 0.66, -2.19)  0.100
H (-0.60, 1.25, -2.72)  0.057
H (-1.10, 1.92, -0.10)  0.127
H (0.14, -0.65, 3.49)  -0.067
H (1.18, -1.40, -0.54)  0.029
H (1.21, 0.95, -1.13)  0.173

(7)
Below is a 7-piece molecular cluster, C18H31N9O8 overall at a distorted geometry, with properties calculated with ωB97M-V with the def2-TZVPD basis set.

Results
SMILES	Oc1ccc(O)cc1.Oc1ccc(O)cc1.NC(N)=O.NC(N)=O.NC(N)=O.NC(N)=O.CC#N
highest occupied orbital energy	-8.13	eV
lowest unoccupied orbital energy	-0.08	eV
maximum force	0.1484	Eh/bohr
HOMO-LUMO gap	8.0	eV
charge	0

Last column: Löwdin charge in e.
Element x y z (Å)
O (8.14, 19.21, 17.41)  0.042
C (8.62, 18.15, 18.09)  -0.352
C (9.27, 18.40, 19.30)  0.017
C (9.92, 17.27, 19.94)  0.009
C (9.84, 16.03, 19.33)  -0.346
O (10.28, 14.88, 19.99)  -0.006
C (9.20, 15.88, 18.11)  -0.033
C (8.50, 16.90, 17.50)  -0.002
H (8.68, 19.98, 17.64)  0.102
H (9.36, 19.40, 19.69)  0.110
H (10.54, 17.29, 20.82)  0.114
H (10.86, 15.18, 20.70)  0.086
H (9.19, 14.92, 17.61)  0.113
H (8.07, 16.69, 16.53)  0.120
O (16.06, 9.29, 16.87)  0.051
C (14.83, 9.84, 16.77)  -0.330
C (14.64, 11.21, 17.11)  -0.011
C (13.43, 11.87, 17.09)  -0.030
C (12.35, 11.14, 16.58)  -0.352
O (11.14, 11.73, 16.63)  0.032
C (12.53, 9.81, 16.15)  -0.012
C (13.79, 9.21, 16.11)  -0.013
H (16.71, 9.80, 17.35)  0.109
H (15.50, 11.70, 17.55)  0.101
H (13.24, 12.89, 17.38)  0.088
H (10.60, 10.93, 16.59)  0.046
H (11.66, 9.34, 15.70)  0.110
H (14.01, 8.24, 15.69)  0.119
N (7.82, 11.12, 17.09)  0.168
C (8.36, 9.97, 17.02)  -0.828
N (8.20, 9.46, 18.20)  0.171
O (8.87, 9.64, 15.99)  0.076
H (7.88, 11.70, 16.27)  0.137
H (7.57, 11.37, 18.04)  0.116
H (8.16, 10.05, 19.02)  0.107
H (8.11, 8.47, 18.39)  0.088
N (14.35, 16.93, 17.44)  0.158
C (13.65, 16.66, 18.46)  -0.727
N (12.91, 15.61, 18.02)  0.139
O (13.69, 17.10, 19.63)  0.017
H (15.01, 17.70, 17.42)  0.132
H (14.31, 16.36, 16.61)  0.119
H (12.75, 15.61, 17.03)  0.103
H (12.18, 15.25, 18.62)  0.062
N (15.60, 14.25, 19.50)  0.211
C (15.93, 13.75, 20.61)  -0.846
N (15.01, 13.65, 21.51)  0.158
O (16.99, 13.26, 20.95)  0.001
H (16.26, 14.22, 18.75)  0.129
H (14.61, 14.40, 19.35)  0.067
H (14.05, 13.55, 21.22)  0.037
H (15.32, 13.05, 22.26)  0.119
N (10.61, 7.47, 18.84)  0.155
C (9.71, 6.52, 18.96)  -0.735
N (10.17, 5.83, 19.96)  0.148
O (8.67, 6.41, 18.30)  0.029
H (10.45, 8.14, 18.10)  0.096
H (11.37, 7.46, 19.50)  0.108
H (9.64, 5.05, 20.32)  0.123
H (11.02, 6.05, 20.46)  0.111
C (11.06, 10.88, 19.89)  -0.033
C (11.86, 12.10, 19.91)  -0.204
N (12.49, 13.04, 20.05)  0.184
H (10.03, 11.12, 20.17)  0.081
H (11.42, 10.08, 20.53)  0.091
H (10.88, 10.62, 18.85)  0.051

(8)
Below is an isolated ion of composition C2H3O2 and charge +1 at a distorted geometry, with properties calculated with ωB97M-V with the def2-TZVPD basis set.

Results
highest occupied orbital energy	-18.40	eV
lowest unoccupied orbital energy	-5.59	eV
ΔE to the lowest compared entry with this formula, charge and spin	497.8	kJ/mol
maximum force	0.0929	Eh/bohr
HOMO-LUMO gap	12.8	eV
charge	+1

Last column: Löwdin charge in e.
Element x y z (Å)
C (0.41, -0.49, -0.50)  0.188
C (-0.32, 0.75, 0.21)  -0.044
O (-1.32, 0.00, 0.70)  0.224
O (0.02, -0.41, 0.91)  0.128
H (-0.20, -1.15, -1.12)  0.155
H (1.48, -0.45, -0.65)  0.157
H (-0.06, 1.77, 0.46)  0.193